(1)
{
  "formula": "C29H35N6O5STi",
  "method": "ωB97M-V with the def2-TZVPD basis set",
  "spin_multiplicity": 2,
  "charge": 2,
  "energy_ha": -3078.090039,
  "lumo_energy_ev": [-6.0, -6.1],
  "elements": ["Ti", "C", "O", "C", "C", "C", "C", "C", "C", "N", "N", "C", "C", "O", "C", "C", "C", "C", "C", "C", "C", "C", "H", "H", "H", "H", "H", "H", "H", "H", "H", "H", "H", "H", "H", "C", "N", "C", "C", "O", "C", "O", "C", "C", "O", "N", "C", "C", "H", "H", "H", "H", "H", "H", "H", "H", "H", "H", "H", "H", "H", "H", "H", "H", "C", "N", "C", "C", "N", "C", "S", "H", "H", "H", "H", "H", "H"],
  "coordinates": [[-0.931, -0.573, 0.145], [-2.864, -1.295, 3.060], [-1.650, -1.132, 2.329], [-0.486, -1.518, 2.991], [-0.340, -1.553, 4.367], [0.886, -1.895, 4.923], [1.963, -2.213, 4.108], [1.820, -2.203, 2.735], [0.599, -1.840, 2.155], [0.410, -1.728, 0.784], [1.479, -1.992, 0.066], [1.473, -1.970, -1.262], [0.311, -1.675, -2.048], [-0.760, -1.205, -1.435], [0.344, -1.864, -3.442], [1.513, -2.208, -4.076], [2.720, -2.370, -3.352], [3.938, -2.635, -4.005], [5.089, -2.825, -3.289], [5.070, -2.745, -1.894], [3.899, -2.471, -1.230], [2.706, -2.278, -1.939], [-2.899, -2.276, 3.541], [-3.677, -1.234, 2.337], [-2.982, -0.508, 3.813], [-1.160, -1.304, 5.018], [0.999, -1.923, 5.993], [2.917, -2.468, 4.540], [2.631, -2.472, 2.078], [-0.576, -1.734, -3.995], [1.538, -2.364, -5.144], [3.946, -2.696, -5.081], [6.014, -3.045, -3.796], [5.981, -2.902, -1.341], [3.876, -2.399, -0.156], [-6.178, 0.495, -0.689], [-5.116, -0.465, -0.461], [-5.570, -1.838, -0.317], [-3.843, -0.159, -0.287], [-2.968, -1.004, 0.005], [-3.413, 1.308, -0.386], [-2.075, 1.331, 0.075], [-1.709, 2.404, 0.923], [-0.502, 1.876, 1.697], [-0.088, 0.740, 1.383], [0.058, 2.586, 2.655], [-0.371, 3.897, 3.079], [1.226, 2.077, 3.353], [-6.719, 0.670, 0.243], [-6.887, 0.084, -1.407], [-5.824, 1.443, -1.084], [-6.182, -1.934, 0.582], [-4.714, -2.509, -0.251], [-6.179, -2.108, -1.179], [-4.062, 1.937, 0.238], [-3.461, 1.652, -1.431], [-2.539, 2.660, 1.595], [-1.415, 3.285, 0.332], [-1.218, 4.255, 2.507], [0.448, 4.607, 2.967], [-0.643, 3.869, 4.134], [1.481, 1.089, 2.971], [1.024, 2.007, 4.423], [2.061, 2.760, 3.193], [2.430, 3.995, -1.715], [2.482, 2.846, -2.573], [3.319, 2.650, -3.640], [3.006, 1.456, -4.193], [1.974, 0.927, -3.458], [1.663, 1.778, -2.457], [0.477, 1.627, -1.270], [3.149, 4.736, -2.054], [2.653, 3.704, -0.687], [1.425, 4.420, -1.739], [4.061, 3.372, -3.909], [3.421, 0.951, -5.039], [1.518, 0.037, -3.628]],
  "forces_ev_per_a": [[-2.74, 2.51, 2.07], [-0.48, 0.00, 0.06], [0.62, -0.31, 0.33], [0.37, -0.08, -0.40], [-0.07, 0.04, -0.03], [-0.01, -0.03, -0.23], [-0.03, -0.01, 0.00], [-0.32, 0.11, -0.24], [0.17, -0.18, 1.51], [1.73, -1.25, -0.95], [-0.08, -0.25, 1.21], [-1.07, 0.35, -1.11], [1.31, -0.29, 0.02], [0.45, -1.62, -3.28], [-0.26, -0.08, -0.14], [-0.27, -0.07, 0.33], [0.16, -0.02, 0.37], [0.09, -0.07, 0.02], [-0.03, 0.00, -0.24], [-0.26, 0.05, 0.17], [0.15, -0.05, 0.01], [0.08, -0.06, -0.18], [0.09, 0.10, -0.05], [0.14, 0.02, 0.08], [0.08, -0.10, -0.11], [-0.18, 0.02, 0.07], [-0.03, 0.04, 0.17], [0.05, -0.08, 0.06], [0.07, 0.04, 0.05], [-0.01, 0.06, -0.04], [-0.11, 0.05, -0.14], [0.02, -0.05, -0.19], [0.11, -0.01, -0.10], [0.12, -0.01, 0.10], [0.06, -0.01, 0.10], [-0.35, 0.34, 0.04], [0.48, -0.13, -0.09], [0.04, -0.55, 0.06], [-0.32, 0.39, 0.05], [-0.42, -0.18, -0.03], [-0.31, -0.20, -0.19], [-0.45, 0.06, 0.20], [0.33, 0.36, 0.19], [-0.18, 0.40, 0.09], [0.40, 0.74, 0.72], [-0.06, -0.37, -0.33], [-0.18, 0.42, 0.12], [0.41, -0.38, 0.07], [0.00, 0.06, -0.02], [0.11, -0.02, -0.02], [0.11, -0.03, 0.00], [0.03, 0.02, -0.03], [-0.14, 0.10, -0.01], [0.04, 0.01, 0.01], [0.20, -0.09, -0.14], [0.02, -0.02, 0.28], [0.15, -0.05, -0.08], [-0.13, -0.23, 0.13], [-0.08, 0.02, -0.06], [0.01, -0.01, -0.06], [-0.04, -0.02, -0.01], [0.00, 0.14, 0.08], [-0.05, 0.05, -0.04], [-0.01, -0.03, 0.02], [-0.13, 0.40, 0.42], [-0.30, -0.80, -0.20], [0.28, -0.30, -0.56], [0.34, 0.36, -0.10], [0.08, 0.45, 0.35], [-0.14, -0.03, 0.00], [-0.09, 0.05, 0.06], [0.01, -0.06, -0.03], [0.03, 0.04, -0.08], [0.10, 0.03, -0.01], [0.14, 0.11, -0.12], [0.12, -0.08, -0.16], [0.02, 0.25, 0.15]],
  "lowdin_spin": [0.668, 0.001, 0.006, -0.020, 0.004, -0.027, 0.002, -0.022, 0.004, -0.088, 0.172, 0.003, 0.096, 0.024, -0.011, 0.096, -0.001, 0.021, -0.011, 0.022, -0.008, 0.019, 0.000, 0.000, 0.000, 0.001, -0.002, 0.001, -0.001, -0.002, 0.005, 0.001, -0.001, 0.001, 0.000, 0.000, 0.001, 0.000, 0.002, 0.015, 0.001, 0.004, 0.000, 0.001, 0.003, 0.000, 0.000, 0.000, 0.000, 0.000, 0.000, 0.000, 0.000, 0.000, 0.000, 0.000, 0.000, 0.000, 0.000, 0.000, 0.000, 0.000, 0.000, 0.000, 0.000, 0.001, 0.000, 0.000, 0.002, 0.005, 0.009, 0.000, 0.000, 0.000, 0.000, 0.000, 0.002]
}

(2)
{
  "formula": "C29H36BCl2N7RuSi",
  "method": "ωB97M-V with the def2-TZVPD basis set",
  "spin_multiplicity": 5,
  "charge": 2,
  "energy_ha": -2839.044689,
  "lumo_energy_ev": [-7.3, -8.8],
  "elements": ["Ru", "C", "C", "N", "N", "C", "B", "N", "C", "C", "C", "N", "N", "C", "C", "C", "N", "H", "H", "H", "H", "H", "H", "H", "H", "H", "H", "C", "Si", "C", "N", "C", "C", "C", "C", "C", "C", "C", "C", "C", "C", "C", "C", "C", "C", "C", "C", "C", "H", "H", "H", "H", "H", "H", "H", "H", "H", "H", "H", "H", "H", "H", "H", "H", "H", "H", "H", "H", "H", "H", "H", "H", "Cl", "C", "Cl", "H", "H"],
  "coordinates": [[1.215, 0.486, 0.104], [-0.447, 4.350, 1.630], [-0.695, 3.081, 1.119], [0.460, 2.498, 0.792], [1.448, 3.357, 1.077], [0.931, 4.484, 1.582], [2.939, 3.050, 0.867], [3.220, 2.582, -0.569], [4.102, 3.149, -1.399], [4.309, 2.300, -2.469], [3.498, 1.204, -2.203], [2.831, 1.393, -1.061], [3.332, 1.851, 1.753], [4.291, 1.801, 2.681], [4.392, 0.498, 3.137], [3.441, -0.205, 2.411], [2.815, 0.628, 1.578], [-1.163, 5.061, 1.989], [-1.636, 2.588, 0.968], [1.551, 5.302, 1.887], [3.588, 3.996, 1.120], [4.536, 4.100, -1.176], [4.954, 2.445, -3.311], [3.420, 0.314, -2.795], [4.848, 2.671, 2.962], [5.052, 0.111, 3.883], [3.220, -1.254, 2.465], [0.333, -0.640, 1.671], [-1.087, -1.736, 1.056], [-0.287, -2.172, -0.669], [0.114, -0.936, -1.322], [-1.053, -0.207, -1.858], [-1.041, -0.075, -3.385], [-0.734, -1.428, -4.024], [0.611, -1.973, -3.525], [1.134, -1.130, -2.350], [-1.312, -3.393, 1.980], [-2.565, -3.740, 2.471], [-2.745, -4.955, 3.113], [-1.676, -5.813, 3.289], [-0.426, -5.471, 2.803], [-0.240, -4.263, 2.152], [-2.747, -0.849, 0.863], [-3.008, 0.354, 1.516], [-4.195, 1.030, 1.297], [-5.150, 0.501, 0.445], [-4.916, -0.708, -0.191], [-3.733, -1.387, 0.030], [1.111, -1.320, 2.031], [0.075, 0.013, 2.509], [-0.981, -2.737, -1.295], [0.595, -2.799, -0.517], [-1.101, 0.789, -1.387], [-1.962, -0.740, -1.572], [-0.315, 0.665, -3.718], [-2.025, 0.275, -3.695], [-0.724, -1.317, -5.108], [-1.530, -2.131, -3.784], [1.364, -1.931, -4.309], [0.508, -3.015, -3.224], [1.408, -0.140, -2.724], [2.013, -1.615, -1.904], [-3.405, -3.075, 2.352], [-3.725, -5.215, 3.480], [-1.816, -6.752, 3.807], [0.412, -6.139, 2.935], [0.743, -4.017, 1.778], [-2.281, 0.762, 2.203], [-4.388, 1.964, 1.802], [-6.085, 1.019, 0.289], [-5.661, -1.126, -0.852], [-3.566, -2.343, -0.446], [-2.328, 3.044, -1.944], [-0.882, 3.745, -2.692], [0.556, 2.777, -2.349], [-0.714, 4.739, -2.279], [-1.031, 3.769, -3.772]],
  "forces_ev_per_a": [[-0.74, -0.05, 0.89], [0.07, -0.27, -0.14], [-0.20, 0.32, 0.18], [0.37, -1.44, -0.31], [0.39, 0.69, 0.17], [-0.37, -0.20, -0.05], [-0.36, -0.52, -0.01], [0.40, 0.73, -0.07], [-0.07, -0.31, -0.20], [-0.22, -0.19, 0.15], [0.47, 0.27, -0.44], [-0.50, -0.50, 0.24], [0.49, 0.56, 0.20], [-0.07, -0.41, 0.09], [-0.22, -0.07, -0.22], [0.38, 0.01, 0.37], [-1.01, -0.33, -0.55], [-0.12, 0.13, 0.04], [-0.08, -0.14, -0.06], [0.22, 0.13, 0.01], [0.17, 0.27, 0.12], [0.09, 0.27, 0.12], [0.14, 0.02, -0.15], [-0.17, -0.17, 0.02], [0.05, 0.29, 0.02], [0.19, -0.08, 0.17], [-0.14, -0.11, -0.07], [0.21, 0.23, -0.33], [-0.70, -1.40, -0.57], [-0.61, -0.40, 1.16], [0.90, 0.71, 0.80], [-0.71, 0.87, -0.42], [0.05, -0.21, 0.05], [-0.11, 0.16, -0.06], [0.02, 0.07, 0.15], [0.57, -0.32, -0.75], [0.36, 1.47, -0.49], [-0.06, -0.17, 0.08], [-0.15, 0.14, 0.00], [-0.08, -0.14, 0.06], [0.30, 0.08, -0.08], [-0.09, -0.26, 0.11], [0.76, -0.20, 0.17], [0.15, -0.15, -0.20], [-0.20, 0.13, 0.08], [0.00, 0.06, -0.01], [-0.10, -0.12, -0.02], [0.20, 0.04, 0.06], [0.05, 0.03, -0.07], [0.17, 0.20, -0.13], [0.01, 0.04, -0.13], [0.01, -0.02, 0.12], [-0.12, -0.24, -0.12], [0.22, 0.10, 0.10], [-0.05, 0.06, 0.01], [0.00, 0.07, 0.07], [-0.03, -0.08, 0.03], [-0.10, -0.04, -0.01], [0.10, -0.06, -0.02], [0.15, 0.00, 0.01], [0.02, -0.16, 0.06], [-0.14, 0.16, 0.00], [-0.12, 0.12, -0.01], [-0.09, -0.08, 0.08], [0.00, -0.04, -0.01], [0.06, -0.10, 0.03], [0.19, 0.05, -0.06], [0.09, 0.11, 0.13], [-0.04, 0.10, 0.10], [-0.03, 0.07, -0.03], [-0.09, -0.05, -0.02], [-0.02, -0.12, -0.13], [-0.03, 0.14, -0.07], [-0.32, 0.25, -0.16], [0.29, 0.15, -0.20], [-0.09, -0.18, -0.10], [0.04, 0.03, 0.25]],
  "lowdin_spin": [3.209, 0.013, 0.021, 0.133, 0.010, 0.024, 0.002, 0.008, 0.016, 0.009, 0.015, 0.075, 0.009, 0.017, 0.009, 0.013, 0.072, 0.001, 0.000, 0.002, 0.000, 0.001, 0.001, 0.000, 0.001, 0.001, 0.001, 0.004, 0.018, 0.018, 0.127, 0.033, 0.008, 0.003, 0.016, 0.029, 0.004, 0.002, 0.000, 0.002, 0.000, 0.001, 0.002, 0.000, 0.000, 0.000, 0.000, 0.001, 0.009, 0.010, 0.005, 0.000, 0.014, 0.003, 0.000, 0.001, 0.001, 0.000, 0.001, 0.001, 0.004, 0.006, 0.000, 0.000, 0.000, 0.000, 0.000, 0.000, 0.000, 0.000, 0.000, 0.000, 0.001, 0.001, 0.011, 0.000, 0.000]
}

(3)
{
  "formula": "C29H36BrN6O2V",
  "method": "ωB97M-V with the def2-TZVPD basis set",
  "spin_multiplicity": 2,
  "charge": 1,
  "energy_ha": -5123.522349,
  "lumo_energy_ev": [-3.0, -3.0],
  "elements": ["V", "O", "C", "C", "C", "C", "C", "C", "C", "O", "N", "N", "C", "C", "Br", "C", "C", "C", "C", "C", "C", "C", "H", "H", "H", "H", "H", "H", "H", "H", "H", "H", "H", "H", "H", "H", "C", "C", "C", "C", "C", "C", "C", "C", "N", "H", "H", "H", "H", "H", "H", "H", "H", "H", "C", "N", "C", "C", "N", "N", "C", "C", "H", "H", "H", "H", "H", "H", "H", "H", "H", "H", "H", "H", "H"],
  "coordinates": [[-0.746, -0.450, -0.222], [-0.965, -0.448, 5.336], [0.088, -1.135, 4.794], [1.120, -1.644, 5.570], [2.184, -2.287, 4.958], [2.220, -2.424, 3.578], [1.178, -1.926, 2.812], [0.100, -1.284, 3.410], [-1.037, -0.717, 2.585], [-1.156, -1.342, 1.370], [-0.865, 0.747, 2.375], [-0.300, 1.081, 1.169], [0.381, 2.162, 1.101], [0.928, 2.769, -0.092], [0.204, 2.269, -1.762], [1.860, 3.727, 0.038], [2.588, 4.481, -0.978], [3.021, 3.918, -2.181], [3.728, 4.683, -3.093], [4.004, 6.016, -2.823], [3.594, 6.581, -1.623], [2.906, 5.814, -0.700], [-0.901, -0.460, 6.299], [1.090, -1.532, 6.648], [2.986, -2.683, 5.566], [3.049, -2.928, 3.102], [1.181, -2.058, 1.737], [-1.988, -0.802, 3.120], [-0.381, 1.190, 3.153], [0.589, 2.710, 2.021], [2.096, 4.003, 1.063], [2.832, 2.876, -2.392], [4.070, 4.237, -4.017], [4.551, 6.610, -3.542], [3.820, 7.615, -1.405], [2.599, 6.250, 0.243], [3.275, -0.019, -0.303], [3.040, -1.335, -0.979], [4.089, -2.149, -1.379], [3.852, -3.368, -1.997], [2.555, -3.798, -2.218], [1.471, -3.019, -1.835], [0.061, -3.472, -2.065], [1.731, -1.781, -1.225], [0.670, -0.988, -0.859], [4.340, 0.150, -0.154], [2.781, 0.020, 0.671], [2.877, 0.805, -0.900], [5.107, -1.824, -1.201], [4.684, -3.989, -2.302], [2.375, -4.757, -2.689], [0.037, -4.515, -2.376], [-0.416, -2.876, -2.851], [-0.540, -3.375, -1.157], [-5.274, -0.426, 0.744], [-4.226, 0.077, -0.131], [-3.624, 1.331, 0.295], [-3.697, -0.653, -1.132], [-2.419, -0.508, -1.452], [-4.491, -1.543, -1.776], [-3.889, -2.623, -2.542], [-5.861, -1.227, -2.166], [-4.947, -0.311, 1.779], [-5.448, -1.481, 0.556], [-6.208, 0.125, 0.618], [-4.422, 2.041, 0.513], [-3.002, 1.735, -0.501], [-3.022, 1.200, 1.199], [-2.215, -0.886, -2.370], [-3.644, -2.316, -3.564], [-4.604, -3.442, -2.597], [-2.992, -2.984, -2.043], [-6.177, -0.283, -1.737], [-6.543, -2.015, -1.843], [-5.915, -1.143, -3.254]],
  "forces_ev_per_a": [[0.24, -0.04, 0.35], [-0.04, 0.03, 0.06], [0.11, 0.00, -0.01], [-0.05, 0.04, -0.01], [0.01, -0.01, -0.02], [0.04, -0.02, 0.02], [-0.05, -0.05, -0.01], [0.01, 0.07, 0.00], [-0.03, -0.17, 0.18], [-0.23, 0.40, -1.01], [-0.02, 0.20, 0.29], [0.19, 0.02, -0.23], [-0.04, -0.12, 0.10], [0.27, 0.27, -0.02], [-0.19, -0.17, 0.05], [-0.16, -0.14, -0.06], [0.07, 0.06, -0.09], [-0.02, 0.02, 0.05], [0.01, 0.00, -0.02], [0.01, 0.02, 0.00], [0.00, 0.01, -0.01], [-0.01, -0.05, -0.02], [0.00, 0.00, -0.08], [0.01, 0.00, 0.01], [0.01, 0.00, 0.00], [0.01, 0.00, -0.01], [-0.02, 0.01, 0.01], [0.15, -0.11, 0.18], [-0.14, -0.03, 0.02], [-0.01, -0.04, 0.03], [-0.02, -0.03, 0.04], [0.01, 0.00, 0.00], [0.00, -0.01, 0.00], [0.00, 0.00, 0.00], [0.00, 0.00, 0.01], [0.00, 0.00, 0.01], [0.00, 0.05, 0.04], [-0.07, -0.16, -0.07], [0.00, 0.00, 0.00], [0.07, -0.01, 0.00], [-0.10, 0.01, 0.03], [0.23, 0.06, 0.01], [-0.09, -0.02, 0.00], [0.34, -0.21, 0.04], [-0.93, 0.28, 0.05], [0.00, 0.02, 0.00], [0.00, -0.01, 0.00], [0.00, 0.00, 0.00], [0.01, 0.01, 0.00], [0.01, 0.01, 0.00], [0.00, 0.00, 0.00], [0.00, 0.00, -0.02], [0.00, 0.01, 0.03], [0.02, -0.02, -0.02], [-0.07, -0.04, -0.03], [-0.01, -0.03, -0.13], [0.08, 0.02, 0.00], [-0.14, -0.02, 0.11], [0.60, -0.17, 0.05], [0.02, 0.02, -0.03], [0.03, -0.02, 0.02], [-0.02, -0.04, 0.11], [0.01, -0.01, -0.02], [-0.02, -0.02, -0.03], [0.01, 0.00, -0.02], [0.01, 0.01, 0.00], [-0.02, 0.01, 0.01], [-0.02, 0.01, 0.00], [-0.07, 0.06, 0.03], [0.01, -0.01, 0.00], [0.01, 0.00, -0.02], [-0.02, 0.00, -0.02], [0.01, 0.05, 0.06], [-0.02, 0.02, 0.01], [-0.01, -0.01, 0.01]],
  "lowdin_spin": [1.197, 0.000, 0.000, 0.000, 0.000, 0.000, 0.000, 0.000, 0.007, 0.022, -0.001, -0.002, 0.012, 0.000, 0.016, 0.006, 0.001, 0.001, 0.000, 0.001, 0.000, 0.001, 0.000, 0.000, 0.000, 0.000, 0.000, -0.001, 0.000, 0.000, 0.000, 0.000, 0.000, 0.000, 0.000, 0.000, -0.004, -0.020, 0.003, -0.020, 0.002, -0.020, -0.002, -0.016, -0.194, 0.000, -0.001, -0.001, 0.000, -0.001, 0.000, 0.000, -0.001, 0.000, 0.000, 0.000, 0.001, 0.003, 0.005, 0.000, 0.000, 0.000, 0.000, 0.000, 0.000, 0.000, 0.001, 0.000, 0.002, 0.000, 0.000, 0.000, 0.000, 0.000, 0.000]
}

For reference, relative energy (zero: lowest compared OMol25 entry of this formula, charge and spin) by record: 41.0, 0.0, 3.8 kcal/mol.